Entry 1:
Below is a 3-piece molecular cluster, C4H12O4 overall at a distorted geometry, with properties calculated with ωB97M-V/def2-TZVPD.

Structure (ORCA input):
```
! RIJCOSX wB97M-V def2-TZVPD def2/J DEFGRID3
* xyz 0 1
O 0.619 0.267 -2.111
C -0.123 1.081 -1.629
C -0.542 0.647 -0.190
C 0.699 0.172 0.604
C 0.411 0.775 1.994
O 1.681 0.545 2.636
H -0.461 2.147 -1.941
H -1.230 -0.204 -0.321
H -1.137 1.378 0.349
H 0.783 -0.857 0.779
H 1.592 0.398 0.011
H 0.149 1.810 1.998
H -0.257 0.150 2.601
H 1.884 1.184 3.376
O 0.950 -2.557 -1.469
H 0.595 -2.262 -0.619
H 1.568 -1.985 -1.933
O -3.084 -0.380 -0.104
H -3.757 -1.047 -0.234
H -3.407 0.509 -0.347
*
```

E_LUMO	0.460	eV
ΔE to the lowest compared entry with this formula, charge and spin	65.3	kcal/mol
Kohn-Sham gap	10.12	eV
SMILES	O=CCCCO.O.O
molecular weight	124.14	g/mol



Entry 2:
Below is C2H3O5S as an isolated structure at a distorted geometry, with properties calculated with ωB97M-V/def2-TZVPD.

Structure (ORCA input):
```
! RIJCOSX wB97M-V def2-TZVPD def2/J DEFGRID3
* xyz -1 3
C -2.572 -0.674 -0.348
C 0.615 -1.338 0.335
O 0.865 1.292 1.405
O -2.496 0.424 -0.697
O 0.929 2.062 -1.050
O 1.136 -0.361 -0.496
O -0.658 -0.906 0.754
S 0.276 0.905 0.147
H 0.580 -2.471 0.066
H 1.213 -1.382 1.308
H 0.113 2.450 -1.425
*
```

E_LUMO (spin up / spin down)	3.709 / 1.684	eV
Kohn-Sham gap (spin up / spin down)	3.54 / 6.95	eV
molecular weight	139.11	g/mol